Entry 1:
C6H11N2O2S | ωB97M-V/def2-TZVPD

Structure (XYZ):
```
22
Properties=species:S:1:pos:R:3:lowdin_charge:R:1
C -0.31 -1.48 -0.08 0.00
C -0.05 -2.26 -1.24 -0.49
C 0.35 1.03 -0.19 -0.52
C -1.29 -3.10 -1.62 -0.07
C 0.76 3.39 0.26 0.01
C 0.26 1.81 2.17 -0.07
N -0.05 -0.22 0.39 0.17
N 0.40 2.02 0.72 -0.13
O 1.07 -4.06 -2.69 -0.45
O 0.48 1.17 -1.36 0.14
S 1.39 -2.91 -1.79 1.14
H -1.23 -1.95 0.57 0.21
H -2.02 -2.52 -2.20 0.11
H -1.73 -3.56 -0.71 0.10
H -0.95 -3.95 -2.23 0.07
H 0.32 4.04 1.01 0.09
H 1.94 3.38 0.11 0.16
H 0.26 3.55 -0.62 0.06
H -0.79 1.84 2.52 0.10
H 0.89 1.11 2.77 0.10
H 0.56 2.81 2.81 0.15
H -0.24 -0.11 1.39 0.13
```

## Properties
- charge = +1
- HOMO-LUMO gap (alpha / beta) (Eh) = 0.26364 / 0.26350
- HOMO level (alpha / beta) (eV) = -13.6 / -13.6

Entry 2:
C6H11N2O3S | ωB97M-V/def2-TZVPD

Structure (XYZ):
```
23
Properties=species:S:1:pos:R:3:lowdin_charge:R:1
C 1.27 0.07 -1.47 0.07
C -1.22 0.03 -1.62 0.01
C 1.11 0.27 -0.09 -0.09
C -1.28 0.43 -0.28 -0.10
C 0.02 -0.12 -2.25 -0.28
C -0.14 0.52 0.45 -0.35
N 0.08 -0.67 -3.50 0.21
N -0.01 -1.79 1.75 0.24
O 0.56 2.78 1.81 -0.11
O -1.48 1.52 2.57 -0.26
O 0.69 0.45 2.81 -0.30
S -0.12 1.36 2.07 0.69
H 2.07 -0.21 -1.96 0.06
H -2.07 -0.07 -2.33 0.14
H 1.97 0.36 0.58 0.13
H -2.18 0.38 0.21 0.08
H -0.97 -1.65 1.60 0.10
H 0.33 3.51 2.37 0.10
H -0.68 -0.98 -4.03 0.11
H 0.97 -0.62 -3.94 0.12
H 0.48 -0.99 2.31 0.08
H 0.11 -2.83 2.12 0.21
H 0.48 -1.75 0.83 0.12
```

## Properties
- multiplicity = 3
- charge = +1
- HOMO-LUMO gap (alpha / beta) (Eh) = 0.20322 / 0.25887
- expectation value of S² = 2.03
- HOMO level (alpha / beta) (eV) = -8.7 / -13.3